Record 1
The following is a DFT calculation (the ωB97M-V functional and the def2-TZVPD basis) of a molecular structure, C15H15BCl6CsF3MgN3O8S.

XYZ file:
```
54
Properties=species:S:1:pos:R:3:forces:R:3
Cs -3.655 2.668 -1.388 1.1030 1.3568 6.1525
H 2.730 -1.982 2.899 -0.1946 0.4673 -0.2789
Cl 1.073 -2.187 -2.374 -0.1743 -0.4420 -0.1202
O -4.454 0.598 -4.716 -0.2373 -0.9598 1.4676
H 6.638 0.307 -0.968 -0.3165 -0.1672 0.1021
O 1.096 2.116 2.493 -0.8182 -0.3125 0.1665
N 5.944 -0.884 0.663 1.7770 -0.2222 0.7850
H -1.855 1.511 -4.449 -0.3676 0.1312 -0.1068
C 5.558 2.400 3.418 0.4486 -0.5966 0.4200
Mg 0.687 -3.459 3.177 -0.9466 -2.2850 -0.3329
C 1.813 -0.027 2.790 0.0024 -0.0562 2.9001
C -6.654 -1.481 -1.042 0.1277 -0.0566 -0.0522
O -2.963 -0.195 -0.168 -0.6675 0.2951 -0.7372
N -1.488 -0.489 1.500 2.5758 -1.9975 -0.3364
C -2.014 -0.788 0.231 -1.0433 1.3417 0.1081
H 3.113 4.104 1.975 0.0949 -0.3275 -0.0242
H -1.803 0.607 -2.917 0.0427 -0.3408 -0.1391
C 5.866 -0.220 -0.421 -0.9294 -0.0725 0.0362
H 1.875 0.021 3.908 -0.4814 -0.3340 -0.3428
Cl -5.375 -1.594 -2.252 -0.1961 -0.2152 0.0977
B 2.401 1.894 1.822 0.4205 0.4467 -1.4018
H 0.968 -1.941 3.211 0.9462 3.3936 -0.3275
C 3.518 3.098 1.788 1.0619 -0.3052 0.8209
C 1.524 -2.042 1.067 0.6403 -0.7141 1.3713
H 0.438 -2.155 0.915 0.4328 0.4575 -0.7059
O -4.086 -1.281 -5.914 -0.0914 -0.2225 0.2494
C -2.364 0.755 -3.846 1.0837 -0.0952 0.3298
Cl -7.631 -0.034 -1.354 0.0369 -0.0190 0.0150
H 6.267 1.836 3.994 -0.1615 0.4616 -0.1471
O 4.568 -0.201 -0.866 0.4804 0.4658 -0.4520
S 2.199 -1.007 -0.212 -0.0433 0.5397 -0.1553
Cl -5.940 -1.368 0.574 -0.0727 0.0125 -0.0531
H -4.223 0.622 -2.697 -0.0761 0.2246 -0.0737
F -3.993 2.450 -3.555 -0.9876 0.0902 -4.3285
Cl -7.683 -2.917 -1.131 0.0328 0.0936 0.0035
H 3.973 3.086 0.779 -0.3021 0.1834 0.3634
N 4.706 -1.346 1.020 -0.5161 0.0363 -0.7820
C 1.773 -1.538 2.544 1.2096 -0.5594 -1.2089
H 2.078 1.641 0.662 0.3018 -0.0795 -0.3043
O 2.976 0.669 2.445 -1.4645 -0.6774 -0.7761
O -0.444 1.174 0.344 -0.2284 0.4392 -0.1911
C -3.805 1.086 -3.599 -0.2121 -1.0241 -2.2999
F -3.792 1.751 -6.741 0.4728 0.1539 0.0463
C 4.649 2.777 2.732 -1.1878 0.6127 -0.9800
H 1.936 -3.089 0.972 -0.0990 0.3210 0.0101
H -1.133 -1.413 2.030 -0.9663 2.8429 -1.5482
C 3.939 -0.904 0.072 -1.4133 -0.6341 0.9165
C -3.705 -0.457 -5.162 0.1907 0.2975 -1.2635
H -0.112 0.801 3.452 0.0831 -0.2717 -0.2913
O -2.463 -0.451 -4.583 -0.5953 0.2182 0.1448
F -1.464 -1.698 -0.562 0.4288 -0.2334 1.0010
C -0.466 0.541 1.364 0.2706 -0.0109 -0.4128
C 0.508 0.842 2.537 0.4451 0.5703 0.6808
Cl -1.251 -2.205 3.542 0.0799 -2.2213 1.9850
```
Positions in Å, forces in eV/Å.

## Properties
**Total charge**: -1
**Orbital gap**: 2.3 eV
**LUMO level**: -1.954 eV
**Energy relative to the best compared isomer or geometry (same formula, charge and spin)**: 0.0 kcal/mol
**HOMO level**: -4.26 eV
**Total energy**: -137433.182 eV

List of Löwdin charges in e, atom by atom: Cs 1.443; H 0.117; Cl -0.323; O 0.077; H 0.136; O 0.016; N 0.045; H 0.154; C 0.054; Mg 0.766; C -0.294; C -2.019; O 0.024; N 0.066; C -0.552; H 0.094; H 0.127; C -0.150; H 0.161; Cl 0.635; B -0.729; H -0.082; C -0.094; C -0.494; H 0.045; O 0.184; C -0.097; Cl 0.528; H 0.010; O 0.047; S 0.946; Cl 0.543; H 0.021; F -0.381; Cl 0.533; H 0.092; N 0.081; C -0.271; H 0.101; O -0.015; O 0.102; C -0.544; F -0.719; C -0.171; H 0.077; H -0.092; C -0.615; C -0.570; H 0.151; O 0.086; F 0.112; C -0.352; C -0.195; Cl 0.185

Record 2
The following is a DFT calculation (the ωB97M-V functional and the def2-TZVPD basis) of a molecular structure, C6H6F6N2O3RuS.

XYZ file:
```
25
Properties=species:S:1:pos:R:3:forces:R:3
H 1.006 -3.403 -2.893 -0.0823 -0.0641 0.2088
F -2.475 -0.213 1.668 0.0293 0.1791 -0.1779
F 1.753 1.884 1.510 -0.1677 0.0724 -0.2389
C -1.816 0.880 1.285 0.0789 -0.3803 0.6181
H -0.433 1.152 3.675 -0.0067 0.0114 -0.0066
F -1.999 0.979 -0.080 0.0213 -0.0051 -0.3823
H 1.001 0.209 3.192 -0.0102 0.0464 0.0289
Ru 0.048 0.024 -1.290 1.2043 -1.2900 2.4890
S -0.699 2.412 -3.707 -0.3101 -0.4108 0.6474
C -0.065 0.354 3.032 0.0910 -0.2283 -0.2932
F 0.411 2.167 -0.177 0.0996 -0.0699 -0.5884
H -0.136 -2.742 -0.794 0.0012 0.1417 0.0473
N -0.218 -2.243 -1.682 -0.0392 2.0851 -0.0471
F -2.377 1.934 1.848 0.0488 -0.0427 -0.2031
O 3.097 -2.269 -2.716 0.1148 0.6852 0.2822
C -0.636 1.295 -2.696 0.8928 -0.5987 -1.2418
O 0.133 -0.255 0.703 0.4993 -1.8701 -1.4815
C 0.469 2.004 1.199 0.0968 -0.3399 1.0037
O 1.948 -0.654 -1.655 -1.7844 2.3682 0.6954
C 2.090 -1.770 -2.301 -0.7408 -2.0299 -0.8961
F -0.008 3.103 1.759 0.0504 -0.0490 -0.3298
N 0.865 -2.460 -2.553 0.3850 0.1412 -0.2815
H -0.579 -0.576 3.260 -0.0322 0.0419 0.0259
C -0.298 0.700 1.563 -0.4107 1.4913 0.0535
H -1.080 -2.513 -2.148 -0.0293 0.1150 0.0679
```
Positions in Å, forces in eV/Å.

## Properties
**Total charge**: +1
**Multiplicity**: 2
**Orbital gap (spin up / spin down)**: 7.4 / 7.0 eV
**LUMO level (spin up / spin down)**: -6.389 / -6.775 eV
**Expectation value of S²**: 0.76
**Energy relative to the best compared isomer or geometry (same formula, charge and spin)**: 0.0 kcal/mol
**HOMO level (spin up / spin down)**: -13.75 / -13.81 eV
**Total energy**: -45154.341 eV

List of Löwdin charges in e, atom by atom: H 0.154; F 0.185; F 0.202; C -0.542; H 0.116; F 0.067; H 0.109; Ru 1.347; S 0.961; C 0.056; F 0.060; H 0.133; N 0.016; F 0.210; O 0.145; C -0.690; O -0.198; C -0.535; O -0.098; C -0.676; F 0.209; N -0.003; H 0.107; C -0.457; H 0.127

Record 3
The following is a DFT calculation (the ωB97M-V functional and the def2-TZVPD basis) of C2H9ClSi2 in the gas phase.

XYZ file:
```
14
Properties=species:S:1:pos:R:3:forces:R:3
H -1.324 -2.693 0.067 0.2533 -1.5163 -0.0633
Si -1.074 -0.342 0.591 1.9968 -2.3641 0.7403
H 0.837 2.219 1.066 1.3350 -0.1778 -0.9401
H 2.546 1.914 0.466 2.3289 0.2742 0.8345
H -1.490 -1.606 -1.356 0.4715 -0.2528 -1.5310
H 1.360 0.382 -1.919 -0.8934 -0.6018 0.9769
H -1.954 0.689 0.368 -1.3953 2.0228 -0.2443
Cl 2.471 -1.195 0.094 0.3486 -0.6524 0.4162
H -2.810 -1.806 -0.301 -3.2088 -0.3730 0.2955
H 1.353 2.616 -0.679 0.3661 -0.9986 1.5515
C 1.548 1.916 0.223 -4.2759 0.2410 -1.2998
C -1.807 -1.880 -0.395 2.8317 2.4513 2.1555
Si 1.027 0.158 -0.403 0.4713 2.1760 -0.9933
H -0.684 -0.371 2.176 -0.6298 -0.2285 -1.8984
```
Positions in Å, forces in eV/Å.

## Properties
**Orbital gap**: 10.3 eV
**LUMO level**: 0.693 eV
**SMILES**: C[SiH2][Si@@H](C)Cl
**Energy relative to the best compared isomer or geometry (same formula, charge and spin)**: 12.0 kcal/mol
**HOMO level**: -9.65 eV
**Total energy**: -30497.668 eV

List of Löwdin charges in e, atom by atom: H 0.002; Si 0.528; H 0.032; H -0.038; H -0.008; H -0.042; H -0.123; Cl 0.207; H -0.032; H 0.048; C -0.313; C -0.245; Si 0.017; H -0.029

Record 4
The following is a DFT calculation (the ωB97M-V functional and the def2-TZVPD basis) of 9 unconnected molecules or ions with the total composition C31H46BrCl16NS.

XYZ file:
```
96
Properties=species:S:1:pos:R:3:forces:R:3
S 1.461 0.309 2.360 0.1461 0.0062 0.1761
C 0.722 6.218 4.770 -0.0618 0.0704 -0.0133
H 3.072 -6.853 -7.079 0.0673 0.0144 0.0273
H -0.866 4.374 -0.777 -0.0114 -0.1289 0.0440
Cl -1.914 -6.038 -0.476 -0.0743 -0.0309 0.0215
Br -3.513 -0.562 -4.449 -0.0845 0.0141 0.2082
H 2.845 -7.495 -8.708 0.0358 0.0091 -0.0379
C -5.217 4.675 4.908 -0.0790 -0.1184 0.1033
C 0.770 1.637 1.400 0.1468 -0.6858 0.0144
Cl -6.950 6.274 3.525 0.0344 0.0132 -0.0458
H 4.652 -5.927 -9.535 0.0594 -0.0378 0.0522
Cl 4.872 -8.208 -7.770 0.0109 0.0083 0.0440
H -4.972 3.663 5.226 0.0181 -0.0166 -0.0808
H -2.822 -1.429 -0.226 -0.1621 -0.2066 0.0729
H -0.971 -0.737 -2.089 0.1013 -0.0688 -0.1985
H -1.043 -8.334 -1.991 -0.0316 0.0725 -0.0121
H 8.153 -3.839 -2.224 -0.0678 0.0378 -0.0119
H -1.660 -2.093 -2.942 -0.1635 -0.0895 0.0031
H -3.074 -7.948 0.271 -0.0381 0.0461 -0.0739
Cl -3.748 5.363 4.173 -0.0456 -0.0091 -0.0156
C -1.752 9.484 6.480 0.0072 0.0271 0.1167
H -1.952 -9.647 -1.235 -0.0407 0.0113 0.0352
Cl 6.418 -6.116 -4.551 0.0049 -0.0656 0.0943
C -0.179 5.011 4.758 -0.0777 -0.1216 0.0765
C 3.987 -7.393 -1.542 0.0606 -0.0706 -0.1060
C 3.561 -7.029 -8.034 -0.1108 -0.0284 -0.0312
H -6.075 4.149 3.000 0.0457 0.0663 -0.0183
H -3.883 -0.551 -1.949 -0.2248 -0.0497 -0.2678
H 7.959 -4.348 -4.595 0.0281 -0.0573 0.0197
N -1.118 0.159 0.971 0.6683 0.0122 0.0435
H 0.297 6.986 5.411 -0.0153 -0.0305 0.0161
C -0.421 3.600 -0.168 0.0510 -0.1506 0.2529
Cl 5.076 -4.824 -7.496 0.0006 0.0477 -0.0839
C 1.742 -2.187 1.179 0.2818 -0.2046 -0.0007
H -2.678 0.637 -2.464 -0.1139 0.0758 0.0124
C -0.750 -2.032 -0.054 -0.2356 -0.2843 0.1907
C 7.126 -4.599 -3.939 0.0532 0.0741 -0.0905
H 3.221 -5.108 -8.903 -0.0251 -0.0167 0.0561
Cl 1.617 -6.081 -1.891 -0.1003 -0.0547 -0.0108
H 6.373 -3.819 -4.027 -0.0428 -0.0443 0.0349
H 8.279 -5.590 -2.407 -0.0772 -0.0547 -0.0066
H -2.411 -3.034 -0.868 -0.3573 0.0855 -0.0585
Cl 6.256 -4.940 -1.384 0.3583 0.1038 0.1265
C 1.302 -3.243 0.395 -0.3513 0.0833 -0.0893
C -1.871 -1.350 -2.178 0.0066 0.5197 0.4134
C -6.362 4.639 3.928 -0.0598 -0.1290 -0.0115
H -0.213 4.530 5.734 0.0475 0.0078 -0.0068
C -1.055 2.378 0.010 0.1589 0.0713 0.0341
Cl 2.345 5.842 5.411 0.0241 -0.0080 -0.0306
C 1.404 2.860 1.250 -0.1908 -0.3379 -0.8531
C -3.607 5.863 0.689 0.0285 0.1083 0.1036
C 0.061 -3.150 -0.222 -0.0080 0.0955 0.1182
C -1.565 10.563 5.445 -0.0223 0.1138 0.0316
C 0.790 3.828 0.465 0.3482 0.3510 -0.1178
H -0.815 9.244 6.977 0.0220 -0.0257 -0.0620
Cl -3.324 -8.311 -2.588 0.0071 0.0194 -0.0182
H -7.200 4.096 4.362 0.0042 0.0395 0.0485
H 2.713 -2.247 1.653 -0.0030 0.1272 0.0339
H 3.637 -5.958 -3.084 0.0228 -0.0430 0.0037
C -3.006 -0.393 -2.569 0.3239 -0.2766 -0.0942
Cl 0.328 3.795 3.552 -0.2887 0.4149 0.7255
H -2.466 9.814 7.233 -0.0364 0.0164 -0.0482
H 3.513 -8.248 -2.017 -0.0830 0.0187 0.0633
H -5.459 5.263 5.790 0.0105 0.0871 -0.0620
H 2.353 3.056 1.726 0.0633 -0.0661 0.0082
H -4.288 6.252 1.444 -0.0268 0.0109 -0.0373
H 1.891 -4.139 0.261 0.1132 0.0382 0.0555
H -2.651 5.651 1.163 0.0126 -0.0767 -0.0627
C 7.614 -4.738 -2.521 0.1291 0.0862 -0.0098
H -1.190 5.303 4.482 0.0924 0.0933 0.0563
H 5.050 -7.419 -1.766 0.0106 0.0592 0.0063
H -4.396 6.990 -0.973 0.0215 -0.0734 -0.0418
C 3.399 -6.096 -2.031 -0.1546 -0.0969 -0.1779
H -1.330 -8.081 0.508 0.0545 0.0146 -0.0589
Cl -0.252 10.173 4.304 -0.0133 -0.0248 -0.0241
C 4.065 -5.744 -8.639 -0.0824 0.0614 -0.0915
H -2.473 10.723 4.869 0.0167 -0.0692 -0.0367
C -0.460 1.398 0.796 -0.5138 0.2670 -0.2068
C 0.945 -1.070 1.362 -0.3043 0.6248 -0.0459
C -2.080 -2.000 -0.784 0.8131 0.2055 -0.2165
H 0.844 6.632 3.772 0.0492 -0.0504 -0.0081
C -0.311 -0.981 0.761 -0.1222 -0.5783 -0.2387
H 3.778 -5.244 -1.483 -0.1427 0.0250 0.1078
H -0.309 -3.960 -0.844 0.1834 0.0757 0.0716
H -1.979 0.120 0.453 -0.0568 0.0544 -0.0078
C -2.105 -7.787 -0.197 0.0282 -0.0864 0.1095
C -1.964 -8.583 -1.469 0.0812 -0.0963 0.0020
C -3.464 6.865 -0.427 -0.0549 0.0861 0.0295
Cl 3.820 -7.578 0.225 -0.0251 -0.0067 0.0129
H -2.012 2.171 -0.454 -0.0232 0.0614 -0.0462
H 1.274 4.791 0.356 0.0010 0.0026 -0.0253
Cl -2.200 6.405 -1.600 -0.1020 0.1137 -0.0929
H -1.296 11.498 5.933 0.0432 -0.0306 0.0256
Cl -4.293 4.315 0.124 -0.0087 -0.0204 0.0079
Cl -2.400 7.984 5.767 -0.0195 0.0087 0.0292
H -3.173 7.830 -0.015 0.0379 -0.0360 0.0461
```
Positions in Å, forces in eV/Å.

## Properties
**Orbital gap**: 7.8 eV
**LUMO level**: 0.425 eV
**SMILES**: BrCCCc1cccc2c1Nc1ccccc1S2.ClCCCl.ClCCCl.ClCCCl.ClCCCl.ClCCCl.ClCCCl.ClCCCl.ClCCCl
**HOMO level**: -7.37 eV
**Total energy**: -315622.507 eV

List of Löwdin charges in e, atom by atom: S 1.018; C -0.671; H 0.067; H 0.031; Cl 0.580; Br 0.604; H 0.072; C -0.626; C -0.505; Cl 0.540; H 0.068; Cl 0.532; H 0.078; H 0.100; H 0.112; H 0.057; H 0.075; H 0.094; H 0.068; Cl 0.590; C -0.650; H 0.073; Cl 0.539; C -0.642; C -0.689; C -0.664; H 0.056; H 0.054; H 0.076; N 0.104; H 0.025; C -0.095; Cl 0.524; C -0.099; H 0.039; C -0.170; C -0.647; H 0.073; Cl 0.565; H 0.072; H 0.071; H 0.094; Cl 0.637; C -0.083; C -0.255; C -0.655; H 0.074; C -0.029; Cl 0.538; C -0.227; C -0.675; C -0.067; C -0.661; C -0.134; H 0.069; Cl 0.536; H 0.074; H 0.104; H 0.055; C -0.610; Cl 0.712; H 0.073; H 0.068; H 0.072; H 0.101; H 0.033; H 0.075; H 0.059; C -0.629; H -0.018; H 0.031; H 0.069; C -0.701; H 0.076; Cl 0.544; C -0.662; H 0.068; C -0.262; C -0.446; C -0.136; H 0.069; C -0.214; H -0.001; H 0.038; H 0.102; C -0.649; C -0.665; C -0.640; Cl 0.536; H 0.088; H 0.106; Cl 0.573; H 0.073; Cl 0.553; Cl 0.550; H 0.074

The records above yield largest force on an atom values of 6.4; 3.1; 4.5; 0.9 eV/A, respectively.